Density functional theory data (ωB97M-V/def2-TZVPD) for C3H3N2PS in the gas phase.

Its relative energy (zero: lowest compared OMol25 entry of this formula, charge and spin) is 202.0 kJ/mol. The value obtained for the HOMO-LUMO gap is 7.7 eV. The net charge is 0. The multiplicity is 1. The max |F| comes out at 4.611 eV Å⁻¹.

Structure (XYZ):
```
10
Properties=species:S:1:pos:R:3:forces:R:3:lowdin_charge:R:1
C 0.042097 -1.259826 -0.992066 -0.26 -1.09 -0.02 -0.1511
C 0.039639 -1.120991 0.383837 -0.33 -1.82 -1.36 -0.2680
C 0.145228 1.011169 -1.020387 -0.79 -4.08 1.99 0.0778
N 0.011150 -0.035313 -1.635298 0.69 -0.32 -0.63 0.0207
N -0.086734 0.123620 0.794714 0.91 2.08 -0.75 -0.3856
P -0.192161 0.872486 2.274534 0.09 0.26 -0.30 0.3660
S 0.004822 2.752547 1.890764 -0.07 -0.20 0.36 0.0464
H -0.004929 -2.260489 -1.513674 0.29 1.71 0.45 0.1157
H 0.148218 -2.081638 0.942234 -0.20 1.28 0.15 0.1291
H -0.107330 1.998436 -1.124659 -0.33 2.18 0.12 0.0490
```
Positions in Å, forces in eV/Å.